Entry 1:
DFT (ωB97M-V/def2-TZVPD) results for 2 unconnected molecules or ions with the total composition C5H10F2O.

XYZ file:
```
18
Properties=species:S:1:pos:R:3
H 0.3139 1.4273 2.0235
H 1.8079 -2.0462 -0.9163
H -0.0114 -0.9749 -2.5534
H 1.2253 1.3026 0.5010
H 2.1654 -0.3594 -0.5420
C -0.4983 -0.0010 0.6834
C 0.0689 -0.9186 -0.4009
C 0.2389 1.2753 0.9482
H -2.2646 1.0686 1.7986
H -0.3613 2.1004 0.5640
C 1.5608 -1.2159 -0.2604
C -0.2870 -0.2903 -1.7530
O -1.5415 -0.2639 1.2386
H 1.7964 -1.5059 0.7608
H 0.2340 0.6530 -1.8871
H -1.3617 -0.1207 -1.8042
F -2.4848 1.9979 1.9140
F -0.6011 -2.1285 -0.3147
```

Output
Total charge: 0
ΔE to the lowest compared entry with this formula, charge and spin in kcal per mole: 0.0
E_HOMO in eV: -10.613

---

Entry 2:
DFT (ωB97M-V/def2-TZVPD) results for a molecular structure, C5H10F3GaNO3.

XYZ file:
```
23
Properties=species:S:1:pos:R:3
C 0.7112 -1.4470 -2.3445
H 1.9744 -3.6194 -1.0731
H -3.2272 1.4210 0.7077
O 0.8072 -0.4987 -3.0392
H 0.1423 0.5618 0.4634
O 1.0927 -2.7090 -2.7082
H 1.8874 0.8755 0.3530
Ga -1.3463 2.9846 1.0160
H -1.8144 3.7535 -0.3236
C 0.6583 2.5778 1.0526
H -2.6034 1.1902 2.1729
F 1.2826 3.0415 2.2646
C 1.0041 -3.5590 -1.5703
H 1.1872 3.1383 0.2771
H 1.1043 0.6917 1.9215
C 0.9757 1.0965 0.9168
C 0.0362 -2.8042 -0.6721
F -1.7434 3.9861 2.4935
N -2.3447 1.3421 1.2025
H -1.0128 -3.0867 -0.7829
O 0.1984 -1.4738 -1.0888
F 0.3661 -2.9190 0.6360
H 0.6639 -4.5438 -1.8749
```

Output
Total charge: -1
E_HOMO in eV: -4.439

---

Entry 3:
DFT (ωB97M-V/def2-TZVPD) results for 2 unconnected molecules or ions with the total composition C5H10F3N3 in a non-equilibrium geometry.

XYZ file:
```
21
Properties=species:S:1:pos:R:3
N -1.6716 -2.1464 0.9668
H -1.5726 -2.0360 1.9668
H 0.9647 -1.8096 -0.2792
H 2.0095 0.5668 -0.3230
F -1.6987 3.0338 0.1294
H -0.2278 -0.2105 -1.4570
N -3.2228 -1.3584 -0.6848
F -3.2359 1.5766 0.7636
H -3.4252 -0.4568 -0.9577
H 1.0971 0.8224 1.1608
H 0.8144 -1.3971 1.5026
N -1.2153 0.8093 0.1994
F -2.6477 1.8047 -1.2853
H 0.0729 1.6538 -0.9810
C -2.4904 -1.6473 0.2396
C 1.1306 0.2623 0.1579
H -1.5050 0.0516 0.6993
H 2.4080 -1.5032 0.6358
C 1.3217 -1.1656 0.5692
C -2.1523 1.7344 -0.0340
C -0.1066 0.5922 -0.6743
```

Output
Total charge: 0
ΔE to the lowest compared entry with this formula, charge and spin in kcal per mole: 22.0
E_HOMO in eV: -10.320

---

Entry 4:
DFT (ωB97M-V/def2-TZVPD) results for 2 unconnected molecules or ions with the total composition C5H10FNO in a non-equilibrium geometry.

XYZ file:
```
18
Properties=species:S:1:pos:R:3
H -1.5734 0.7001 1.2731
H -2.6192 -2.0792 -1.0007
C -2.3209 -1.2465 -0.4235
F 0.1766 1.3517 -1.3915
C -1.1305 -0.6888 -1.1773
H -1.8768 -1.7613 0.5280
N 3.0271 0.7656 0.3785
H -0.7745 2.2283 0.8302
H 3.9883 1.1005 0.5465
C -0.8830 1.1480 0.5880
H -0.3417 -1.4781 -1.1705
H 2.3954 1.1199 -0.4765
H 3.2057 -0.1492 2.1268
H -3.0083 -0.4139 -0.1936
C -0.6452 0.6423 -0.6204
H -1.4925 -0.4863 -2.2975
O 1.4064 -0.6523 1.1682
C 2.4665 -0.1008 1.3122
```

Output
Total charge: 0
ΔE to the lowest compared entry with this formula, charge and spin in kcal per mole: 23.2
E_HOMO in eV: -9.050

---

Entry 5:
DFT (ωB97M-V/def2-TZVPD) results for a molecular structure, C5H10GdO3 in a non-equilibrium geometry.

XYZ file:
```
19
Properties=species:S:1:pos:R:3
H -0.8484 -1.2660 -0.3040
H -3.5841 0.0019 -0.0944
H -4.6200 1.0769 -1.0889
C -3.9321 0.2227 -1.1470
O 1.0020 -0.3957 -0.1360
H 1.9324 -0.4118 1.7122
C 2.1583 -0.6678 0.6630
H -0.0802 -1.4668 1.2878
Gd 1.0226 2.0134 -0.6324
O 2.9026 1.5429 0.1094
C 3.2891 0.2146 0.1551
C -1.0818 0.4136 0.9825
H -3.1195 0.4803 -1.8378
H 2.4050 -1.7400 0.6014
H -4.4357 -0.6832 -1.5122
C -0.2434 -0.7544 0.4637
H 3.5986 -0.1655 -0.8439
O -0.5213 1.5400 0.7949
H 4.1558 0.0450 0.8268
```

Output
Total charge: 0
ΔE to the lowest compared entry with this formula, charge and spin in kcal per mole: 0.0
2S+1: 9
E_HOMO (alpha / beta) in eV: -6.772 / -7.042

---

Entry 6:
DFT (ωB97M-V/def2-TZVPD) results for 2 unconnected molecules or ions with the total composition C5H10IN in a non-equilibrium geometry.

XYZ file:
```
17
Properties=species:S:1:pos:R:3
N -0.2096 -0.0028 -0.5422
H -1.1341 -2.2382 1.6038
H -0.7283 2.0630 1.0966
H -0.2680 -0.7828 2.0409
H 0.1739 1.9230 -1.3987
H -0.4546 3.4988 -0.6649
H -1.3103 -2.7105 -1.2403
H -0.3559 -1.8150 -2.3027
C -0.2321 -1.6372 1.3005
C -0.3640 -2.1919 -1.2759
H 1.3621 3.2067 -0.6783
C 0.3491 2.7054 -0.5677
I 1.9586 2.0393 1.9280
H 0.5930 -2.7054 -1.1696
H 0.6421 -2.1885 1.2461
C -0.3210 -1.1498 -0.1588
C 0.2991 1.9861 0.7834
```

Output
Total charge: 0
ΔE to the lowest compared entry with this formula, charge and spin in kcal per mole: 74.9
E_HOMO in eV: -7.375

---

Entry 7:
DFT (ωB97M-V/def2-TZVPD) results for a molecular structure, C5H10IN3O2 in a non-equilibrium geometry.

XYZ file:
```
21
Properties=species:S:1:pos:R:3
H 6.0838 1.8498 -0.6312
H 1.8714 3.4033 1.9393
C -6.6166 -7.2337 2.8639
C 2.2099 2.8731 1.1336
H -6.3465 -5.1160 3.0396
C 3.4173 2.4032 -1.8878
N 1.6862 2.6271 -0.0005
C -6.5450 -6.0976 3.6530
H -5.7627 -6.0803 4.4775
H 2.3833 4.0107 -2.7014
H -7.4754 -5.8719 4.3556
H 2.2397 1.2870 -3.9751
O 5.1449 1.8645 -0.2717
C 1.6980 2.1694 -3.5717
N 2.6731 2.9692 -2.7139
H 1.4785 2.9101 -4.3925
H 3.2054 2.3418 1.2997
I 0.0399 3.7978 -0.4566
H 0.7409 1.9363 -3.1227
O -6.5752 -8.1759 2.3389
N 4.4492 2.1321 -1.3759
```

Output
Total charge: +2
ΔE to the lowest compared entry with this formula, charge and spin in kcal per mole: 31.7
E_HOMO in eV: -14.297

---

Entry 8:
DFT (ωB97M-V/def2-TZVPD) results for a molecular structure, C5H10KO3 in a non-equilibrium geometry.

XYZ file:
```
19
Properties=species:S:1:pos:R:3
C 7.8005 -12.5797 -7.6421
C 7.7973 -11.6966 -8.8755
C 7.5983 -15.4573 -3.1376
H 7.1266 -10.8373 -8.8750
H 9.3448 -11.7740 -6.2891
H 6.7249 -12.6463 -7.4789
C 8.2624 -11.8744 -6.3689
O 9.7133 -14.8262 -4.1730
H 8.1344 -12.4444 -5.4487
K 9.5272 -13.7027 -5.9151
O 8.4143 -13.8398 -7.7606
H 6.8107 -16.0954 -3.5383
H 8.7520 -11.2235 -9.1051
H 7.7294 -12.2148 -9.8320
H 8.2949 -16.1603 -2.6809
H 7.1405 -14.8162 -2.3842
O 7.8077 -14.1076 -5.0109
H 7.8053 -10.9439 -6.0323
C 8.4584 -14.7144 -4.1322
```

Output
Total charge: -1
ΔE to the lowest compared entry with this formula, charge and spin in kcal per mole: 0.0
E_HOMO in eV: -3.108

---

Entry 9:
DFT (ωB97M-V/def2-TZVPD) results for 2 unconnected molecules or ions with the total composition C5H10N in a non-equilibrium geometry.

XYZ file:
```
16
Properties=species:S:1:pos:R:3
H -3.0895 1.0523 -0.3378
H -4.0725 -0.2388 0.2427
H 0.8034 -1.8320 0.5682
C -2.2592 -0.9922 0.2350
N 0.1362 -0.0202 -0.0673
H -0.4929 1.4364 -1.1124
C -3.0615 -0.0022 0.0332
H 1.2796 1.7160 -0.6842
H 3.2202 -1.2211 0.4214
C 2.5230 -0.3747 0.1103
C 1.0628 -0.8603 0.1788
H -1.8803 -1.9908 0.3916
H 2.9027 -0.3736 -0.8566
H 2.5916 0.5855 0.6230
H 0.1252 1.7617 0.6430
C 0.2115 1.3540 -0.3889
```

Output
Total charge: +1
ΔE to the lowest compared entry with this formula, charge and spin in kcal per mole: 117.5
E_HOMO (alpha / beta) in eV: -14.124 / -14.125

---

Entry 10:
DFT (ωB97M-V/def2-TZVPD) results for 2 unconnected molecules or ions with the total composition C5H10N in a non-equilibrium geometry.

XYZ file:
```
16
Properties=species:S:1:pos:R:3
H -2.0512 -0.2481 0.6589
C 1.5037 1.8772 1.0332
H 1.0568 2.8315 1.1686
H -0.7949 0.6500 -1.8279
H 2.5747 0.2715 2.3721
C 1.9789 0.8772 0.1650
H -0.0591 -0.8721 -2.3767
H 2.1721 0.5218 -0.8196
H -0.6317 -0.3385 1.7156
C -0.7214 -0.4211 -1.6414
C 2.1723 0.8017 1.5376
H -0.8755 1.0694 0.6639
H -0.0534 -1.6300 -0.1244
N -0.1975 -0.6434 -0.3073
C -0.9834 -0.0182 0.7367
H -1.7207 -0.8570 -1.7671
```

Output
Total charge: +1
ΔE to the lowest compared entry with this formula, charge and spin in kcal per mole: 76.6
E_HOMO in eV: -13.205

---

Entry 11:
DFT (ωB97M-V/def2-TZVPD) results for a gas-phase ion, C5H10N (charge +1) in a non-equilibrium geometry.

XYZ file:
```
16
Properties=species:S:1:pos:R:3
H -1.3962 1.6908 1.0925
N 0.5545 0.6098 0.3559
H 0.0546 1.3847 -1.7167
C 1.8434 0.1433 -0.0951
H 2.5527 -0.0167 0.8315
C -0.4239 1.0735 -0.6179
H -1.1243 -1.9017 -0.8758
C -0.6932 -1.6395 0.0795
H -2.6211 0.8825 -0.1353
H 2.3387 0.9679 -0.5576
H 1.7305 -0.7428 -0.8173
H -1.2935 -2.2884 0.7693
C -1.6398 0.9999 0.2789
H 0.5289 0.9991 1.2945
C -0.7155 -0.1545 0.1329
H 0.3043 -2.0079 -0.0192
```

Output
Total charge: +1
ΔE to the lowest compared entry with this formula, charge and spin in kcal per mole: 72.5
E_HOMO in eV: -15.020

---

Entry 12:
DFT (ωB97M-V/def2-TZVPD) results for 2 unconnected molecules or ions with the total composition C5H10N in a non-equilibrium geometry.

XYZ file:
```
16
Properties=species:S:1:pos:R:3
N 1.5879 0.6455 -0.3580
H -2.4500 -0.9192 0.6031
H 2.2592 1.2841 0.2416
C 0.1722 -0.7186 0.6161
C 0.1380 0.7663 0.1678
H -2.0604 0.8757 0.8202
C 1.5665 -0.8140 0.0382
H -2.7632 0.2822 -0.8937
H -0.3591 2.3372 0.9833
H 2.2843 -1.2968 0.7191
C -0.7890 -0.1539 -0.4738
H 1.7268 -1.3242 -0.9379
C -2.1355 0.0561 0.0927
H -0.5891 -0.4008 -1.5769
H 1.6180 0.9242 -1.3567
H -0.2063 -1.5439 1.3148
```

Output
Total charge: +1
ΔE to the lowest compared entry with this formula, charge and spin in kcal per mole: 133.2
E_HOMO in eV: -14.258

---

Entry 13:
DFT (ωB97M-V/def2-TZVPD) results for 2 unconnected molecules or ions with the total composition C5H10N in a non-equilibrium geometry.

XYZ file:
```
16
Properties=species:S:1:pos:R:3
C -0.5939 -0.0016 -0.3197
H -1.3801 -0.7969 2.1725
H 0.4179 0.4684 1.5109
C 1.7576 -0.8485 -1.0094
H 0.1187 -1.5399 2.6977
C -0.6761 2.4087 -1.5074
C 0.6437 -0.5907 -0.4303
H -1.6521 -0.3845 -0.3958
C -0.5066 -1.3659 1.8657
H -0.7055 -2.4170 1.5101
H 0.0669 2.0427 -2.2197
H 2.6358 -1.1087 -0.4582
H -0.2483 2.9277 -0.7217
N 0.0425 -0.4236 0.9105
H -1.7187 2.5658 -1.5499
H 1.7981 -0.9360 -2.0552
```

Output
Total charge: +1
ΔE to the lowest compared entry with this formula, charge and spin in kcal per mole: 147.3
E_HOMO (alpha / beta) in eV: -13.095 / -13.606

---

Entry 14:
DFT (ωB97M-V/def2-TZVPD) results for a molecular structure, C5H10N in a non-equilibrium geometry.

XYZ file:
```
16
Properties=species:S:1:pos:R:3
H -0.7673 2.3860 0.7097
H -1.6217 0.3520 1.5304
H 2.4433 -1.4552 -0.1965
C 1.4477 -1.7892 -0.2790
H 0.9932 1.2599 1.0724
H 1.6176 -2.4831 0.5705
C -0.9559 -0.8736 -0.1216
H -1.5713 -1.6522 -0.2207
C 0.3668 -0.8340 -0.1126
H 1.5348 1.2526 -0.4745
C -1.6004 0.4437 0.3495
C 0.6640 1.0364 0.1096
H -0.9005 1.9740 -0.8699
N -0.6949 1.6037 0.0415
H 1.2945 -2.1761 -1.3148
H -2.6421 0.3911 -0.0339
```

Output
Total charge: +1
ΔE to the lowest compared entry with this formula, charge and spin in kcal per mole: 58.7
E_HOMO in eV: -13.946

---

Entry 15:
DFT (ωB97M-V/def2-TZVPD) results for 2 unconnected molecules or ions with the total composition C5H10N in a non-equilibrium geometry.

XYZ file:
```
16
Properties=species:S:1:pos:R:3
H 2.8339 3.0275 1.7024
C -0.0155 1.4515 0.2377
H -0.6859 2.2590 0.5298
C 1.3006 1.7242 0.8566
H 0.0870 1.4656 -0.8573
C 2.0346 2.9493 1.0620
H -3.0651 -4.7230 -1.4357
N -2.0336 -4.3917 -1.4358
C -0.4466 0.0175 0.3619
H -1.8499 -3.8561 -2.2072
C -1.0457 -1.0175 0.1183
H 2.5688 3.3594 0.0833
H -1.3968 -5.1545 -1.3580
H -1.6104 -1.8508 -0.0418
H 1.4033 3.9033 1.3723
H 1.9211 0.8362 1.0114
```

Output
Total charge: +1
ΔE to the lowest compared entry with this formula, charge and spin in kcal per mole: 116.8
E_HOMO in eV: -12.305

---

Entry 16:
DFT (ωB97M-V/def2-TZVPD) results for a gas-phase ion, C5H10N (charge +1) in a non-equilibrium geometry.

XYZ file:
```
16
Properties=species:S:1:pos:R:3
H 1.8416 -1.3220 -0.3458
H -2.0880 -0.6883 -1.7761
H 1.9280 0.3025 -0.2852
H 2.6386 -0.6809 0.9973
H -1.7207 1.7391 0.1182
C 0.3980 -0.3275 0.8725
H 0.2826 -1.0739 1.6990
H -0.6211 -1.6259 -1.9422
H 0.8576 1.8345 0.6087
C -0.8290 -0.2610 -0.1090
C -0.9716 -0.5608 -1.5379
H -1.9642 0.7826 1.6263
C 0.2498 1.2250 1.2900
C -1.2815 0.9385 0.7134
H -0.5429 0.2835 -2.2139
N 1.8229 -0.5652 0.2848
```

Output
Total charge: +1
ΔE to the lowest compared entry with this formula, charge and spin in kcal per mole: 35.8
2S+1: 3
E_HOMO (alpha / beta) in eV: -12.083 / -15.422

---

Entry 17:
DFT (ωB97M-V/def2-TZVPD) results for C5H10N2 in the gas phase in a non-equilibrium geometry.

XYZ file:
```
17
Properties=species:S:1:pos:R:3
H 0.0066 2.1779 0.9068
C 0.7763 0.8565 -0.6622
H -1.6617 -2.4228 0.6689
C -0.9224 -0.7954 -1.3096
H 1.1296 0.3558 2.1107
N -1.6602 -2.0069 -1.3769
H -0.9856 -0.2929 -2.2841
H 0.4341 1.4155 -1.5247
H -0.0457 -0.7890 0.6013
H -3.1183 -3.0207 -0.2635
H 1.6495 2.5578 0.3721
H 1.7551 0.4231 -0.8952
H 2.3722 1.5252 2.1276
N 1.6967 1.0086 1.5989
C -2.1706 -2.4750 -0.3197
C 0.9482 1.7355 0.5687
C -0.2040 -0.2532 -0.3189
```

Output
Total charge: 0
ΔE to the lowest compared entry with this formula, charge and spin in kcal per mole: 55.9
E_HOMO in eV: -8.688

---

Entry 18:
DFT (ωB97M-V/def2-TZVPD) results for C5H10N2 in the gas phase in a non-equilibrium geometry.

XYZ file:
```
17
Properties=species:S:1:pos:R:3
H 2.9798 0.4797 0.3827
C -2.4912 -0.3977 -0.0972
H 1.3223 2.3608 -0.0026
N -1.1478 0.1079 -0.4100
C -0.7736 1.4216 0.0761
H -0.3323 -0.9875 1.2801
C 2.6269 -0.4130 -0.2317
N 1.1854 0.0894 0.1433
H -2.7915 -1.3868 -0.6868
H 0.1267 -1.8489 -0.3842
H -1.3392 2.3861 0.1756
C -0.0296 -0.8782 0.1894
C 0.7030 1.3320 -0.0600
H -2.4838 -0.7844 0.9152
H 2.8616 -1.4063 0.4588
H 3.0208 -0.3003 -1.4024
H -3.4374 0.2255 -0.3463
```

Output
Total charge: 0
ΔE to the lowest compared entry with this formula, charge and spin in kcal per mole: 120.1
E_HOMO in eV: -6.268

---

Entry 19:
DFT (ωB97M-V/def2-TZVPD) results for C5H10N2 in the gas phase.

XYZ file:
```
17
Properties=species:S:1:pos:R:3
C -1.3956 -0.3304 -0.6777
C 0.7367 -0.6860 -1.1520
H -2.3490 1.4428 0.1959
H -2.5159 -0.1009 1.0643
H -0.2455 1.3223 -1.1449
C -2.4920 0.3619 0.0691
C 1.9826 0.4429 0.9116
H 2.9235 0.4436 1.4585
H 1.6725 1.4279 0.5578
H 0.0391 -0.0289 1.3547
H 1.3889 -0.5533 -2.0224
H -0.6214 -1.4002 -0.8690
C 1.5354 -0.7397 0.1292
H 2.1855 -1.6139 0.1511
H -3.4691 0.1661 -0.3815
N 0.9560 -0.4629 1.4417
N -0.3318 0.3087 -1.0863
```

Output
Total charge: 0
ΔE to the lowest compared entry with this formula, charge and spin in kcal per mole: 123.6
E_HOMO in eV: -7.176

---

Entry 20:
DFT (ωB97M-V/def2-TZVPD) results for C5H10N2 in the gas phase in a non-equilibrium geometry.

XYZ file:
```
17
Properties=species:S:1:pos:R:3
H 2.1669 -1.0586 1.8806
H -0.0614 2.1297 1.3777
N 0.2054 0.5551 -0.2221
C -1.1383 0.3444 -1.0336
C 1.3047 -1.6326 -0.7203
C -1.6842 1.2805 -0.0395
H -1.2011 -0.7243 -0.7911
C 1.0776 -0.4670 0.2694
H 0.4658 -2.5017 -0.2408
H -0.3453 0.5043 1.7749
H -1.0555 0.5021 -2.1239
H 1.2122 -1.1197 -1.7761
H -2.7306 1.1411 0.1764
H -1.5524 2.3059 -0.4364
N 1.2609 -0.4455 1.5281
H 2.4400 -1.9312 -0.5137
C -0.3648 1.1174 0.8904
```

Output
Total charge: 0
ΔE to the lowest compared entry with this formula, charge and spin in kcal per mole: 96.7
E_HOMO in eV: -8.603